No. 1
The following is a quantum chemistry calculation of a cluster of 2 separate species, C5H11N2 in total in a non-equilibrium geometry, from the OMol25 dataset.

The value obtained for the HOMO energy (alpha / beta) is -0.43982 / -0.53244 hartree. Its expectation value of S² is 2.0087. Its net charge is +1. The LUMO energy (alpha / beta) is -3.7 / -7.7 eV. As for the multiplicity: 3.

```
18
Properties=species:S:1:pos:R:3:forces:R:3:mulliken_charge:R:1
C -2.417587 -1.152864 0.745207 -4.4 -1.3 0.0 -0.818
C -1.419720 -1.311577 1.475447 0.6 0.7 -0.3 0.653
C -0.288889 -1.362098 2.114158 1.3 -1.8 1.0 -0.792
C 1.906823 0.837449 -0.112301 0.1 -1.4 0.8 -0.821
C -0.198925 0.978021 -2.000323 0.5 -1.5 -1.4 -0.786
N 0.623448 0.148871 -0.057089 2.4 -1.1 5.2 0.145
N -0.265180 0.046543 -0.862456 -2.2 0.9 -4.6 -0.203
H -2.651943 -0.739898 -0.223518 0.5 0.4 0.0 0.328
H -3.354801 -1.656286 1.226520 1.4 0.6 -0.9 0.262
H -0.227944 -1.049238 3.121840 0.3 1.4 0.8 0.334
H 0.402606 -0.454905 0.966139 -0.2 0.9 -1.0 0.323
H 0.270095 -2.275999 1.998184 0.4 -0.4 -0.3 0.334
H 1.854225 1.557391 0.638917 -0.1 1.7 1.0 0.332
H 2.161623 1.259211 -1.051589 0.1 0.1 -0.8 0.405
H 2.621129 0.142483 0.275445 0.9 -0.5 -0.3 0.303
H 0.859617 0.802437 -2.381762 -1.5 0.2 -0.1 0.309
H -0.280632 1.977698 -1.694433 -0.2 1.5 0.8 0.399
H -0.937960 0.813374 -2.786671 0.2 -0.4 0.3 0.296
```
Positions in Å, forces in eV/Å.

No. 2
The following is a quantum chemistry calculation of a cluster of 2 separate species, C5H11N2O in total in a non-equilibrium geometry, from the OMol25 dataset.

The value obtained for the HOMO energy is -0.08367 hartree. Its net charge is -1. The LUMO energy is 2.7 eV.

```
19
Properties=species:S:1:pos:R:3:forces:R:3:mulliken_charge:R:1
C 2.903798 0.097196 -0.355714 0.0 0.4 0.1 -0.596
O 3.890461 0.916688 0.010751 0.1 0.1 0.2 -0.871
C 1.524974 0.421709 0.343303 0.4 -0.6 -0.6 -0.476
C 0.341054 -0.059911 -0.397538 0.7 0.8 -0.2 0.012
C -0.984818 0.181434 0.053168 -0.7 0.1 0.4 0.622
C -2.057618 -0.410682 -0.537887 0.7 -0.8 1.0 -0.315
N -3.336713 -0.284883 0.074258 -0.7 -0.3 -0.5 -0.567
N -1.207543 1.069483 1.134035 0.2 0.4 -0.2 -0.625
H 2.649981 0.167120 -1.448896 0.0 -0.3 0.0 0.201
H 3.098603 -0.975616 -0.106291 -0.1 -0.1 -0.2 0.172
H 1.604992 0.099411 1.381592 -0.3 0.4 0.5 0.268
H 1.517113 1.514651 0.246790 -0.2 0.2 0.2 0.384
H 1.006697 -2.061730 -0.983423 -0.1 0.0 0.5 0.826
H 0.742210 -1.179310 -0.959541 -0.2 -0.5 -0.9 -1.326
H -1.803709 -1.288583 -1.122253 -0.3 0.2 -0.6 0.299
H -4.069982 -0.662180 -0.517765 0.2 0.2 -0.2 0.242
H -3.418256 -0.850642 0.915313 0.4 0.2 0.3 0.217
H -0.384471 1.639525 1.289976 -0.1 -0.1 0.1 0.300
H -2.016765 1.666319 0.980121 0.0 -0.3 0.1 0.233
```
Positions in Å, forces in eV/Å.